# 1
Below is C23H20BrN5O5PtS as an isolated structure, with properties calculated with ωB97M-V/def2-TZVPD.

XYZ file:
```
56
Properties=species:S:1:pos:R:3:forces:R:3:mulliken_charge:R:1
Pt 0.04233 0.31615 0.26588 0.375 0.168 -0.334 1.520
C 0.70700 0.56569 -4.87891 0.007 -0.022 0.004 -1.616
C -0.25145 0.72510 -3.73768 0.052 0.016 -0.043 -0.097
C -0.35436 -0.25453 -2.74405 -0.065 0.032 0.029 0.863
C -1.24466 -0.11937 -1.67572 0.079 -0.072 0.029 -1.779
C -2.04609 1.04918 -1.64441 -0.004 -0.090 -0.012 0.539
C -1.96998 2.02833 -2.60530 -0.124 -0.044 0.117 -1.021
C -1.07986 1.84025 -3.66062 0.032 -0.002 -0.092 -0.423
S -2.88871 1.30450 -0.14631 0.354 -0.012 -0.118 1.147
O -3.30000 0.08026 0.43546 -0.219 0.089 0.066 -0.579
O -3.63426 2.50934 -0.12758 -0.020 0.046 0.050 -0.661
N -1.31829 1.57618 0.69919 -0.239 0.082 0.160 -0.188
C -1.09597 2.43140 1.70079 0.059 -0.188 -0.076 0.548
C -1.99511 3.38909 2.23637 -0.009 0.081 0.117 -0.713
C -1.59346 4.14868 3.31944 -0.071 -0.023 -0.073 -1.133
C -0.32337 4.00358 3.87250 0.080 -0.044 0.006 -0.533
C 0.61178 3.06825 3.36736 -0.048 0.066 0.010 0.651
C 1.92570 2.88630 3.84819 0.009 0.009 0.016 -0.506
C 2.74542 1.96945 3.23014 0.016 -0.012 -0.008 -0.898
C 2.25993 1.21428 2.16045 0.005 0.087 0.017 0.003
N 1.02082 1.38742 1.70083 -0.061 0.041 0.180 0.129
C 0.21062 2.29338 2.27839 0.061 -0.075 -0.094 0.716
H 1.19982 -0.40402 -4.85492 -0.002 -0.001 -0.001 0.362
H 1.47295 1.34210 -4.84371 -0.001 0.001 0.001 0.370
H 0.18677 0.66467 -5.83181 0.003 0.001 -0.001 0.428
H 0.23019 -1.15781 -2.83184 0.029 -0.021 -0.012 0.175
H -1.55026 -0.99430 -1.09579 -0.041 -0.056 -0.031 1.286
H -2.58292 2.91762 -2.53891 0.013 0.007 0.012 0.571
H -1.02444 2.59110 -4.43965 -0.010 0.005 0.004 0.504
H -2.97482 3.51812 1.79822 -0.008 0.011 0.010 0.599
H -2.27230 4.87853 3.73768 -0.006 -0.002 -0.006 0.439
H -0.03268 4.63540 4.70414 0.003 -0.002 0.003 0.485
H 2.28166 3.46754 4.68993 -0.003 0.003 -0.001 0.501
H 3.76207 1.81335 3.56105 -0.001 0.002 0.003 0.459
H 2.85103 0.46896 1.64020 0.003 -0.006 0.013 0.585
N 1.32371 -2.57921 2.43058 0.079 0.012 0.003 -0.244
C -0.00434 -2.38377 2.36647 -0.135 0.112 -0.005 0.597
N -0.80759 -3.29643 2.92938 0.009 -0.052 0.027 -0.427
O -0.51990 -1.37896 1.80997 0.020 -0.159 0.052 -0.662
H 1.70926 -3.44391 2.77058 0.014 -0.008 -0.004 0.236
H 1.93652 -1.97491 1.90840 -0.030 -0.014 0.009 0.124
H -0.46006 -4.08915 3.44069 -0.006 -0.001 -0.002 0.177
H -1.80023 -3.14238 2.88940 -0.002 0.002 0.008 0.233
Br -2.44414 -4.23083 -1.54104 -0.012 -0.006 0.006 -0.079
C -0.65510 -3.77856 -1.91037 0.014 0.004 -0.008 -0.272
C -0.05591 -4.16792 -3.10307 -0.007 0.001 -0.003 -0.137
N 1.20159 -3.85592 -3.39930 -0.002 0.010 -0.007 -0.569
C 1.90202 -3.14109 -2.52740 -0.009 0.006 0.024 -0.398
C 1.36490 -2.66869 -1.33112 0.016 0.032 -0.041 0.861
C 0.06401 -3.02129 -1.00522 -0.040 -0.002 0.002 -0.401
C 2.22797 -1.81696 -0.46342 0.122 0.027 0.003 -0.436
O 3.35634 -2.13741 -0.19211 -0.013 -0.004 0.020 -0.569
O 1.75719 -0.66289 0.03021 -0.274 -0.061 -0.010 -0.612
H -0.60618 -4.75025 -3.83242 0.004 -0.003 -0.001 0.408
H 2.92976 -2.91323 -2.78576 0.001 -0.003 -0.009 0.489
H -0.39494 -2.72036 -0.07346 0.002 0.031 -0.009 0.950
```
Forces are in eV/Å.

Its energy relative to the best compared isomer or geometry (same formula, charge and spin) is 42.1 kcal/mol. As for the HOMO energy: -14.08 eV. For the lowest unoccupied orbital energy, the calculation gives -10.0 eV. The calculation puts the total energy at -4629.3637 Ha. The charge is +2.

# 2
Below is C32H29AsClI2N5OS5Zr as an isolated structure in a non-equilibrium geometry, with properties calculated with ωB97M-V/def2-TZVPD.

XYZ file:
```
77
Properties=species:S:1:pos:R:3:forces:R:3:mulliken_charge:R:1
Zr 0.14751 -0.76348 1.36126 1.039 0.217 0.710 0.615
I -2.50949 6.56711 3.07818 -0.228 0.362 -0.030 0.013
C -2.11894 4.61231 2.50661 -0.746 0.169 -0.240 -0.240
C -3.13508 3.76640 2.07847 -0.008 0.002 -0.005 -0.530
C -2.81880 2.43717 1.85659 -0.172 -0.281 -0.177 -0.094
I -4.33371 1.17169 1.15471 0.113 -0.036 0.131 -0.037
C -1.52307 1.90963 2.07177 -0.942 -0.626 0.052 -0.284
O -1.26682 0.61812 2.04424 -0.206 0.412 -0.183 0.235
C -0.53945 2.84344 2.34533 2.158 -0.173 0.350 1.127
C 0.91081 2.35835 2.47308 0.283 1.481 -0.803 -1.452
N 1.32482 1.49294 1.35230 -1.573 0.544 -1.329 0.124
C 1.19893 2.17562 0.00744 0.682 -0.925 1.096 -1.325
C 0.01218 1.72719 -0.78836 0.492 -0.010 0.260 1.513
C -0.58744 2.54694 -1.72834 -0.337 0.434 -0.026 -0.962
C -1.65072 2.05641 -2.46656 0.182 0.662 -0.756 -0.604
C -2.15212 0.77827 -2.27389 -0.262 0.141 -0.322 -1.238
C -1.53699 0.08253 -1.26433 0.044 -0.536 0.581 -0.932
N -0.43423 0.49159 -0.57984 -1.271 -0.315 -0.337 1.882
C -0.82782 4.17164 2.57445 0.893 0.629 0.273 -0.719
H -4.14919 4.12377 1.90235 0.292 -0.080 0.166 0.368
H 1.05444 1.75166 3.33350 0.002 -0.403 1.014 0.485
H 1.61823 3.26498 2.55668 -1.041 -1.147 -0.161 0.287
H 2.28855 1.27137 1.51436 1.009 -0.491 0.102 -0.269
H 2.12485 1.92178 -0.51369 -0.171 -0.020 -0.341 -0.169
H 1.22630 3.24533 0.12937 -0.252 0.558 0.014 0.549
H -0.24037 3.58150 -1.83008 -0.115 -0.514 -0.124 0.530
H -2.07342 2.69223 -3.23353 -0.118 0.077 0.007 0.446
H -3.01665 0.36590 -2.86478 1.062 0.506 0.922 0.390
H -2.01654 -0.81219 -0.89212 0.354 -0.222 -0.049 0.560
H -0.03439 4.90191 2.83236 -0.429 -0.767 -0.173 0.327
S 3.62986 -3.39915 3.85973 0.264 -0.092 0.068 -0.552
As 3.00362 -1.70354 2.82571 -0.696 -0.509 -0.043 0.421
S 2.13488 -2.27934 0.85294 -0.427 0.362 -0.433 -0.445
S 1.07875 -1.00823 3.69257 -0.735 0.302 0.092 -0.439
S 4.13018 0.00391 2.51497 0.858 0.719 0.004 -0.522
C -0.13146 -5.68633 -0.83829 -0.404 -0.128 -0.148 -0.409
C -0.14762 -5.63043 0.54441 -0.020 -0.295 -0.442 -0.700
C -0.61938 -4.52569 1.19436 -0.236 0.831 0.458 -0.241
C -1.04633 -3.37836 0.47948 0.342 -0.729 -0.572 -0.934
C -0.99782 -3.42826 -0.93216 -0.415 0.062 1.099 0.619
C -0.62158 -4.62116 -1.55953 0.563 0.727 -1.003 -0.755
N -1.38751 -2.17450 1.16948 -0.966 0.141 0.327 1.361
C -2.65268 -2.17771 1.85437 0.621 -0.656 0.230 0.227
C -2.75518 -1.77821 3.18533 1.133 0.279 0.907 -0.243
C -3.92606 -1.93472 3.89141 -1.306 0.086 1.345 -0.560
C -5.06786 -2.55170 3.34918 0.890 0.470 -0.299 -0.601
C -4.97222 -2.98075 2.04929 0.119 -0.302 -0.883 -0.680
C -3.79089 -2.74755 1.31871 -0.706 -0.565 -0.712 0.007
H 0.24133 -6.57399 -1.33221 -0.009 0.036 -0.115 0.368
H 0.22775 -6.48073 1.07707 0.156 -0.185 0.464 0.400
H -0.55065 -4.52747 2.28131 -0.217 0.365 -0.170 0.388
H -1.25650 -2.50474 -1.46954 0.146 -0.805 -0.025 0.045
H -0.56853 -4.66009 -2.65650 -0.121 0.089 0.474 0.346
H -1.83826 -1.44875 3.71173 -0.703 -0.014 -0.377 0.038
H -4.03746 -1.62827 4.95632 0.586 -0.090 -0.874 0.302
H -5.99379 -2.67773 3.88208 -0.015 -0.029 0.393 0.406
H -5.80381 -3.56285 1.61175 0.540 0.549 -0.001 0.310
H -3.73207 -3.06648 0.28781 -0.091 -0.245 -0.135 0.321
N 3.48291 3.60624 -5.30378 -0.735 -0.560 -1.459 -0.466
C 4.15506 3.18917 -4.16377 -0.150 -0.826 1.679 0.138
S 5.64120 4.06452 -3.92342 -0.320 -0.498 0.224 -0.593
C 3.56852 2.21042 -3.30625 0.430 0.584 -0.898 0.363
C 2.29541 1.55615 -3.61345 0.082 0.702 -0.174 -0.871
C 1.81374 0.49745 -2.95802 -0.170 0.224 0.179 -0.740
N 2.56154 -0.13766 -1.90658 -1.067 -0.140 -0.809 0.990
C 3.65390 0.66693 -1.41143 0.325 -1.218 0.126 -1.164
C 4.17563 1.69980 -2.07121 1.507 1.136 -1.113 -0.220
H 4.13850 4.03735 -5.95803 -0.392 -0.122 0.404 0.216
H 2.85669 2.93227 -5.78503 0.717 0.548 0.715 0.204
H 1.61842 2.01964 -4.32652 0.028 0.008 -0.089 0.221
H 0.78884 0.14838 -3.14459 0.562 -0.104 0.134 0.213
H 4.06689 0.14424 -0.55786 0.381 0.560 0.299 0.414
H 5.16592 2.18898 -1.82562 -1.416 -0.597 0.274 0.292
Cl 1.98394 -2.55903 -3.05388 -0.888 -0.312 -0.064 -0.190
C 3.12591 -1.39167 -2.38993 0.809 0.654 -0.356 -0.773
H 3.78869 -1.17110 -3.24069 0.125 -0.132 0.307 0.441
H 3.62817 -1.92130 -1.59927 0.293 0.072 0.365 0.454
```
Forces are in eV/Å.

Its energy relative to the best compared isomer or geometry (same formula, charge and spin) is 2.6 kcal/mol. As for the HOMO energy: -1.29 eV. For the lowest unoccupied orbital energy, the calculation gives 3.1 eV. The calculation puts the total energy at -6915.4550 Ha. The charge is -2.

# 3
Below is one molecule with the formula C9H18N2Si in a non-equilibrium geometry, with properties calculated with ωB97M-V/def2-TZVPD.

XYZ file:
```
30
Properties=species:S:1:pos:R:3:forces:R:3:mulliken_charge:R:1
C 0.09078 -2.02622 0.73103 2.845 -1.271 -1.229 -0.887
C -1.12912 -1.50073 0.80208 -1.076 -0.713 5.360 0.081
C 0.64493 -1.83784 -0.63246 -2.507 0.917 2.091 1.211
C 1.84069 1.16210 0.20106 2.151 0.713 -1.971 -1.067
C -2.49353 2.06640 0.30874 2.705 -3.035 -0.956 -1.122
C -4.51640 -0.31605 0.11016 0.650 1.071 0.577 -1.023
C 2.00535 -2.10292 -0.96336 1.434 1.237 -2.758 -0.908
C 3.03643 0.32515 -0.45466 -3.171 -0.587 -0.518 -0.548
C 2.90950 -1.22082 -0.19561 0.825 1.840 -0.018 -0.717
N 0.05271 -1.19340 -1.51335 -2.660 0.575 0.140 -0.664
N -1.79258 -0.96521 -0.13537 1.718 -0.008 -2.345 -0.048
Si -2.77118 0.32514 -0.57203 -2.959 1.184 2.615 0.160
H 0.74382 -2.55196 1.46502 -1.183 0.599 -0.391 0.347
H -1.58525 -1.55062 1.92295 0.596 0.195 -2.464 0.192
H 2.21230 2.16701 -0.06428 -0.568 0.121 0.563 0.425
H 1.89787 1.04545 1.25635 -0.484 -0.086 0.909 0.321
H 0.84592 1.10246 -0.25806 0.346 -0.629 0.318 0.190
H -2.33182 2.79311 -0.41011 0.494 1.540 -1.740 0.395
H -3.32106 2.40368 0.83017 -1.486 0.157 1.588 0.409
H -1.51059 1.99486 0.85458 -1.228 0.170 0.014 0.248
H -4.48366 -1.31545 -0.29057 -0.444 -0.601 0.051 0.295
H -4.62520 -0.34684 1.25411 0.268 0.075 -1.716 0.270
H -5.37985 0.22872 -0.33269 0.535 -0.315 0.348 0.329
H 2.18218 -3.12200 -0.88198 0.780 -1.960 0.518 0.409
H 2.13607 -1.84923 -2.01057 0.040 -0.262 -0.504 0.387
H 3.96428 0.73893 -0.03592 -0.199 -0.414 -0.351 0.390
H 2.92583 0.51359 -1.55335 0.668 -0.107 0.739 0.283
H 3.89537 -1.55175 -0.33135 1.442 -0.996 0.245 0.389
H 2.54707 -1.36632 0.77177 0.385 0.063 2.235 0.359
H -2.86384 0.13809 -1.96990 0.083 0.529 -1.352 -0.104
```
Forces are in eV/Å.

Its energy relative to the best compared isomer or geometry (same formula, charge and spin) is 98.5 kcal/mol. As for the HOMO energy (spin up / spin down): -8.39 / -8.34 eV. For the lowest unoccupied orbital energy (spin up / spin down), the calculation gives -0.1 / -1.1 eV. The calculation puts the total energy at -752.5705 Ha. The charge is 0.

# 4
Below is one molecule with the formula C10H22N2 in a non-equilibrium geometry, with properties calculated with ωB97M-V/def2-TZVPD.

XYZ file:
```
34
Properties=species:S:1:pos:R:3:forces:R:3:mulliken_charge:R:1
C 0.89472 0.45338 1.40896 -0.242 -1.258 1.295 -0.805
C -0.02526 1.75123 1.52213 -0.462 0.641 1.441 -0.819
C 0.86958 -0.22249 0.05726 -0.948 0.774 -0.777 0.786
C 2.01944 -0.02928 -0.89097 0.630 1.697 -0.122 -1.763
C -1.35261 -1.44944 0.29410 -0.625 -0.416 1.005 -1.631
C 0.81209 -2.64735 0.57754 -1.793 -0.116 2.096 -1.738
C 0.01628 -1.83349 -1.66641 -0.667 -0.673 -1.912 -1.621
C -2.35431 1.70521 0.92202 -1.376 -1.395 1.817 -1.087
C 0.17866 2.22319 -1.49919 2.363 -0.580 -0.447 -0.804
C 0.03314 -1.58250 -0.19419 2.820 1.476 1.122 1.931
N -1.04945 1.97199 0.50967 2.195 -0.753 -0.517 0.272
N -0.74643 1.46397 -0.73349 0.261 -0.295 0.848 -0.381
H 1.91993 0.79283 1.84384 -1.513 -0.710 -1.273 0.302
H 0.52184 -0.31636 2.18718 0.382 1.197 -1.123 0.296
H -0.54902 1.75281 2.55494 0.956 0.184 -1.595 0.356
H 0.64758 2.59926 1.46835 0.226 0.130 0.254 0.297
H 1.74158 0.23357 -1.93182 -0.203 0.167 0.667 0.330
H 2.47854 -0.95431 -1.09970 1.000 -1.383 0.255 0.493
H 2.83798 0.71517 -0.60030 -1.309 -0.974 -0.038 0.319
H -1.41941 -1.47697 1.39096 0.012 -0.150 -0.177 0.303
H -1.95417 -2.26760 -0.13103 -0.139 0.478 0.220 0.478
H -1.63352 -0.46405 -0.00474 -0.971 0.223 -0.517 0.373
H 0.21402 -3.55805 0.48900 0.425 -0.366 -0.067 0.481
H 1.82095 -2.79156 0.30453 1.072 -0.238 -0.731 0.322
H 0.82959 -2.43726 1.70288 -0.131 -0.053 -1.437 0.328
H -0.33067 -0.90672 -2.13526 -0.281 -0.175 -0.137 0.413
H -0.64452 -2.69412 -2.06731 0.929 1.246 1.080 0.325
H 1.01082 -1.98896 -2.07243 0.111 -0.295 -0.022 0.350
H -2.70185 2.50687 1.54250 -0.445 0.608 0.203 0.386
H -2.99457 1.52667 0.11187 -0.818 0.406 -1.431 0.413
H -2.53194 0.78351 1.51561 0.614 0.155 0.124 0.314
H 0.49499 1.45737 -2.22883 0.145 0.766 -0.099 0.217
H -0.20664 3.03235 -2.09867 -0.878 0.416 0.026 0.372
H 1.15263 2.65111 -1.04902 -1.342 -0.733 -0.033 0.194
```
Forces are in eV/Å.

Its energy relative to the best compared isomer or geometry (same formula, charge and spin) is 121.6 kcal/mol. As for the HOMO energy (spin up / spin down): -7.49 / -7.18 eV. For the lowest unoccupied orbital energy (spin up / spin down), the calculation gives 0.7 / 0.7 eV. The calculation puts the total energy at -503.5449 Ha. The charge is 0.

# 5
Below is a 2-piece molecular cluster, C4H10O2 overall, with properties calculated with ωB97M-V/def2-TZVPD.

XYZ file:
```
16
Properties=species:S:1:pos:R:3:forces:R:3:mulliken_charge:R:1
C 1.34076 1.06384 0.05525 0.245 0.094 0.082 -0.876
O 1.27014 -0.34837 0.19711 0.041 -0.006 -0.005 -0.392
C 0.17069 -0.68427 -0.58661 -0.217 -0.051 -0.136 0.756
C -0.25723 -2.13146 -0.35469 -0.028 -0.044 0.010 -1.421
C -0.89948 0.28854 -0.15155 0.021 -0.326 0.145 -0.791
O -0.95308 2.23779 -0.71522 -0.056 0.214 0.173 -0.690
H 1.84339 1.48528 0.93230 -0.097 -0.045 -0.128 0.244
H 1.89502 1.32997 -0.86281 -0.131 -0.036 0.112 0.328
H 0.00280 1.97611 -0.35608 -0.099 -0.012 -0.067 0.447
H 0.38589 -0.53729 -1.66132 0.015 -0.006 0.130 0.213
H 0.55849 -2.80174 -0.63985 -0.108 0.093 0.027 0.331
H -1.13652 -2.38290 -0.95687 0.124 0.049 0.085 0.400
H -0.48448 -2.29578 0.70362 0.022 0.019 -0.141 0.356
H -1.86477 0.20815 -0.64978 0.182 0.055 0.041 0.343
H -0.95868 0.39113 0.92882 0.039 0.035 -0.146 0.409
H -1.39477 2.71048 0.01077 0.047 -0.032 -0.182 0.340
```
Forces are in eV/Å.

Its energy relative to the best compared isomer or geometry (same formula, charge and spin) is 126.6 kcal/mol. As for the HOMO energy (spin up / spin down): -7.57 / -7.57 eV. For the lowest unoccupied orbital energy (spin up / spin down), the calculation gives 0.1 / 0.1 eV. The calculation puts the total energy at -308.6964 Ha. The charge is 0.

# 6
Below is CH2BrN2 as an isolated structure in a non-equilibrium geometry, with properties calculated with ωB97M-V/def2-TZVPD.

XYZ file:
```
6
Properties=species:S:1:pos:R:3:forces:R:3:mulliken_charge:R:1
C -0.69348 -0.00518 -0.58717 -1.944 -0.708 -0.271 0.129
N -0.41025 1.31561 -0.20583 0.470 3.731 -0.136 -0.091
N 0.09896 0.47252 0.50190 0.140 -1.848 1.712 0.123
Br -2.55019 -0.05930 -0.06804 0.658 -0.763 -0.746 0.078
H -0.24367 -0.34998 -1.50286 -0.044 -0.755 0.040 0.403
H 0.09594 0.37393 1.54603 0.719 0.343 -0.600 0.358
```
Forces are in eV/Å.

Its energy relative to the best compared isomer or geometry (same formula, charge and spin) is 26.2 kcal/mol. As for the HOMO energy: -16.67 eV. For the lowest unoccupied orbital energy, the calculation gives -7.8 eV. The calculation puts the total energy at -2722.3865 Ha. The charge is +1.

Q: Which of these has the lowest energy relative to the best compared isomer or geometry (same formula, charge and spin)?
A: C32H29AsClI2N5OS5Zr